No. 1
Molecular formula: C51H70N15OS2
Method: DFT, the ωB97M-V functional and the def2-TZVPD basis

**Charge**: +1
**Gap between HOMO and LUMO**: 5.777 eV
**Electronic energy**: -3677.3043 Ha
**E_LUMO**: -4.37 eV
**Highest occupied orbital energy**: -10.15 eV
**Largest force on an atom**: 6.13 eV Å⁻¹

Last column: Mulliken charge in e.
Geometry (Å):
C  -3.800  -5.025  2.883  -1.03
C  -3.910  -4.191  1.483  0.07
C  -3.041  -2.843  1.518  -0.92
C  -3.585  -1.691  0.496  -0.18
C  -3.000  -1.951  -1.001  0.27
N  -2.448  -3.227  -1.172  -0.60
N  -1.985  -3.522  -2.382  1.12
O  -1.484  -4.749  -2.620  -0.06
C  -0.057  -4.829  -2.283  -0.80
C  0.758  -4.840  -3.682  0.64
C  0.435  -6.246  -4.422  -0.96
C  -2.019  -2.551  -3.418  0.15
C  -2.578  -1.113  -3.400  -1.29
C  -3.172  -0.748  -1.973  0.91
C  -3.866  0.647  -1.665  -0.40
C  -3.179  1.533  -0.514  -0.96
C  -1.591  1.378  -0.375  -0.46
S  -1.187  1.984  1.371  -0.14
C  0.598  2.447  1.491  0.13
S  1.678  1.187  1.834  -0.13
N  1.023  3.874  1.325  0.20
C  0.838  4.515  2.645  -0.12
C  -0.124  5.753  2.794  -0.36
C  -0.399  6.448  4.174  -0.48
C  0.277  5.946  5.485  -0.56
C  1.241  4.732  5.366  -0.71
C  1.507  4.033  3.980  0.17
C  2.404  3.987  0.818  0.40
C  2.790  3.331  -0.561  -0.13
C  4.213  3.359  -1.158  -0.48
C  5.358  4.073  -0.373  -0.41
C  5.040  4.793  1.003  -0.70
C  3.565  4.728  1.549  0.22
H  -3.130  -4.483  3.655  0.20
H  -3.260  -6.029  2.689  0.32
H  -4.847  -5.245  3.296  0.25
H  -5.005  -4.038  1.193  0.35
H  -3.418  -4.883  0.695  -0.07
H  -3.198  -2.387  2.574  0.52
H  -1.913  -2.995  1.414  0.20
H  -3.220  -0.703  0.939  -0.13
H  -4.742  -1.678  0.494  0.38
H  0.133  -5.816  -1.709  0.34
H  0.184  -3.937  -1.613  0.28
H  0.265  -4.024  -4.332  -0.62
H  1.869  -4.648  -3.512  0.47
H  -0.007  -6.055  -5.462  0.14
H  1.436  -6.784  -4.582  0.31
H  -0.277  -6.921  -3.839  0.32
H  -1.592  -2.902  -4.433  0.06
H  -2.594  -0.389  -4.284  0.42
H  -3.867  1.240  -2.658  0.50
H  -4.980  0.487  -1.394  -0.28
H  -3.641  1.325  0.523  0.51
H  -3.400  2.645  -0.731  0.31
H  -1.044  2.057  -1.114  0.42
H  -1.200  0.306  -0.414  0.24
H  -0.694  6.191  1.900  0.30
H  -1.131  7.332  4.280  0.32
H  0.101  6.409  6.509  0.40
H  1.799  4.306  6.272  0.46
H  2.215  3.132  3.917  0.27
H  1.921  2.788  -1.088  0.18
H  4.399  2.828  -2.153  0.32
H  6.430  4.076  -0.792  0.30
H  5.859  5.352  1.588  0.36
H  3.387  5.265  2.538  -0.02
C  0.385  -0.571  -6.757  -0.70
C  0.946  -1.944  -6.536  0.44
N  1.390  -3.026  -6.363  -0.46
H  1.192  0.128  -6.982  0.34
H  -0.317  -0.587  -7.593  0.27
H  -0.138  -0.235  -5.859  0.14
C  -4.502  -5.072  -4.134  0.56
C  -5.701  -4.864  -5.010  0.05
N  -6.646  -4.700  -5.700  -0.44
H  -3.603  -4.726  -4.647  -0.16
H  -4.619  -4.510  -3.205  -0.18
H  -4.392  -6.132  -3.898  0.18
C  8.507  3.057  2.176  -0.45
C  8.428  4.335  1.397  0.37
N  8.371  5.366  0.769  -0.52
H  7.582  2.490  2.056  0.28
H  9.343  2.454  1.816  0.10
H  8.656  3.275  3.235  0.19
C  -2.934  6.219  -1.921  -0.76
C  -3.111  4.898  -2.610  0.48
N  -3.250  3.857  -3.153  -0.47
H  -3.813  6.440  -1.313  0.29
H  -2.053  6.187  -1.278  0.17
H  -2.806  7.009  -2.663  0.34
C  10.866  3.103  -1.534  -0.70
C  10.978  2.300  -0.273  0.45
N  11.067  1.667  0.722  -0.52
H  11.306  4.090  -1.386  0.27
H  11.392  2.596  -2.345  0.33
H  9.816  3.218  -1.808  0.19
C  -5.696  -7.125  -1.024  -0.40
C  -5.115  -8.136  -1.976  0.30
N  -4.659  -8.930  -2.723  -0.44
H  -5.282  -7.276  -0.025  0.22
H  -5.454  -6.116  -1.360  0.03
H  -6.780  -7.236  -0.980  0.35
C  -1.277  -4.687  -8.928  -0.90
C  -2.010  -4.228  -7.703  0.37
N  -2.588  -3.867  -6.738  -0.43
H  -1.377  -5.769  -9.036  0.30
H  -1.690  -4.200  -9.812  0.36
H  -0.218  -4.434  -8.842  0.27
C  -1.081  1.573  5.655  -0.24
C  -1.722  1.103  6.926  0.05
N  -2.226  0.731  7.928  -0.39
H  -0.004  1.400  5.695  0.24
H  -1.497  1.029  4.805  0.18
H  -1.265  2.641  5.519  0.17
C  -7.535  1.146  -3.844  -0.83
C  -7.443  0.350  -2.576  0.49
N  -7.371  -0.289  -1.566  -0.49
H  -7.076  2.126  -3.701  0.26
H  -7.016  0.623  -4.649  0.26
H  -8.581  1.280  -4.123  0.34
C  6.584  2.730  6.277  -0.53
C  7.184  1.735  5.327  0.33
N  7.652  0.950  4.576  -0.45
H  7.012  2.598  7.272  0.30
H  6.791  3.743  5.934  0.13
H  5.505  2.586  6.333  0.22
C  4.737  6.319  4.965  -0.22
C  4.861  5.509  6.221  0.45
N  4.957  4.870  7.211  -0.54
H  5.169  7.309  5.119  0.41
H  5.266  5.822  4.150  -0.13
H  3.685  6.426  4.696  0.13
C  -1.575  -4.972  7.104  -0.76
C  -1.803  -5.872  5.926  0.41
N  -1.984  -6.582  4.997  -0.42
H  -2.141  -4.048  6.980  0.27
H  -1.900  -5.469  8.019  0.27
H  -0.514  -4.731  7.186  0.27

***

No. 2
Molecular formula: C51H74F4O9
Method: DFT, the ωB97M-V functional and the def2-TZVPD basis

**Gap between HOMO and LUMO**: 9.251 eV
**Electronic energy**: -3064.1719 Ha
**E_LUMO**: 0.06 eV
**Energy relative to the best compared isomer or geometry (same formula, charge and spin)**: 366.27 kJ/mol
**Highest occupied orbital energy**: -9.19 eV
**Largest force on an atom**: 2.98 eV Å⁻¹

Last column: Mulliken charge in e.
Geometry (Å):
F  -14.731  -8.134  3.857  -0.29
C  -14.759  -9.432  3.522  0.36
C  -14.942  -10.394  4.521  -0.37
C  -15.205  -11.693  4.187  -0.31
C  -15.129  -12.105  2.893  -0.47
C  -14.880  -11.158  1.879  -0.35
C  -14.734  -9.810  2.194  -0.36
H  -14.967  -10.144  5.571  0.37
H  -15.462  -12.402  4.960  0.35
H  -15.390  -13.120  2.633  0.36
H  -14.939  -11.478  0.849  0.35
H  -14.786  -9.021  1.458  0.39
F  2.586  -11.612  5.554  -0.30
C  1.976  -10.899  6.498  0.42
C  0.596  -10.830  6.511  -0.34
C  -0.073  -10.167  7.532  -0.35
C  0.687  -9.712  8.630  -0.53
C  2.080  -9.667  8.527  -0.29
C  2.755  -10.247  7.447  -0.44
H  0.089  -11.376  5.729  0.38
H  -1.143  -10.019  7.551  0.37
H  0.189  -9.289  9.490  0.35
H  2.647  -9.275  9.358  0.34
H  3.832  -10.179  7.400  0.39
F  -13.294  0.625  13.970  -0.29
C  -13.591  -0.298  13.045  0.25
C  -14.454  -1.341  13.419  -0.22
C  -14.784  -2.391  12.518  -0.48
C  -14.303  -2.290  11.205  -0.30
C  -13.489  -1.191  10.786  -0.49
C  -13.124  -0.218  11.719  -0.30
H  -14.836  -1.379  14.428  0.37
H  -15.399  -3.204  12.876  0.38
H  -14.621  -2.973  10.430  0.35
H  -13.078  -1.220  9.787  0.36
H  -12.452  0.618  11.598  0.38
F  -7.535  -16.323  10.211  -0.27
C  -6.838  -16.371  9.059  0.45
C  -6.042  -17.522  8.768  -0.39
C  -5.061  -17.372  7.769  -0.48
C  -5.142  -16.306  6.877  -0.37
C  -5.914  -15.204  7.183  -0.36
C  -6.758  -15.222  8.254  -0.34
H  -6.117  -18.414  9.372  0.38
H  -4.442  -18.210  7.484  0.33
H  -4.470  -16.344  6.032  0.33
H  -5.747  -14.331  6.570  0.35
H  -7.307  -14.315  8.462  0.37
C  -9.793  -10.967  12.760  -1.02
C  -11.289  -11.166  12.854  0.81
O  -11.868  -11.040  13.917  -0.55
C  -12.000  -11.675  11.624  -1.02
H  -9.508  -10.362  11.898  0.33
H  -9.338  -11.946  12.611  0.27
H  -9.363  -10.513  13.653  0.29
H  -13.085  -11.699  11.725  0.29
H  -11.639  -12.690  11.460  0.27
H  -11.758  -11.061  10.756  0.33
C  -4.482  1.580  10.982  -1.01
C  -3.877  0.484  10.055  0.68
O  -4.556  -0.311  9.459  -0.54
C  -2.368  0.557  9.837  -0.94
H  -4.100  1.383  11.984  0.31
H  -5.556  1.404  11.043  0.31
H  -4.331  2.602  10.633  0.31
H  -1.879  -0.417  9.856  0.32
H  -1.861  1.165  10.586  0.30
H  -2.228  1.046  8.873  0.26
C  -13.696  -0.872  2.213  -0.99
C  -14.424  0.448  1.852  0.75
O  -15.362  0.542  1.079  -0.53
C  -13.922  1.731  2.486  -1.00
H  -14.112  -1.722  1.672  0.29
H  -13.792  -1.126  3.269  0.30
H  -12.670  -0.775  1.857  0.28
H  -12.928  1.946  2.092  0.27
H  -14.039  1.866  3.561  0.32
H  -14.536  2.578  2.181  0.31
C  -8.368  -13.758  0.835  -0.99
C  -7.234  -14.671  0.339  0.67
O  -7.348  -15.886  0.318  -0.56
C  -5.914  -13.950  -0.025  -0.87
H  -8.493  -13.685  1.915  0.28
H  -9.263  -14.310  0.548  0.31
H  -8.395  -12.812  0.294  0.31
H  -5.421  -14.654  -0.696  0.27
H  -5.409  -13.800  0.929  0.26
H  -6.242  -13.042  -0.531  0.32
C  -8.502  -3.715  14.190  -1.07
C  -7.314  -3.214  15.042  0.79
O  -6.300  -3.889  15.022  -0.54
C  -7.506  -1.854  15.656  -1.05
H  -8.608  -3.155  13.261  0.29
H  -9.473  -3.660  14.681  0.33
H  -8.506  -4.747  13.841  0.32
H  -6.583  -1.289  15.781  0.34
H  -7.848  -1.886  16.690  0.28
H  -8.232  -1.238  15.124  0.30
C  -0.968  -6.737  -2.075  -0.99
C  -1.791  -6.335  -0.902  0.80
O  -2.884  -5.844  -1.027  -0.56
C  -1.199  -6.600  0.450  -1.07
H  -0.954  -7.811  -1.889  0.28
H  0.058  -6.374  -2.009  0.34
H  -1.478  -6.395  -2.976  0.28
H  -1.245  -7.655  0.723  0.30
H  -1.721  -6.055  1.236  0.30
H  -0.180  -6.213  0.448  0.32
C  -9.082  -7.267  -2.884  -1.02
C  -9.050  -5.824  -3.022  0.79
O  -9.658  -5.153  -2.231  -0.54
C  -8.430  -5.247  -4.357  -1.05
H  -8.049  -7.607  -2.810  0.29
H  -9.504  -7.894  -3.670  0.32
H  -9.597  -7.518  -1.957  0.29
H  -8.394  -4.157  -4.352  0.30
H  -9.001  -5.526  -5.242  0.29
H  -7.396  -5.563  -4.496  0.33
C  -7.493  1.475  3.524  -1.03
C  -7.136  1.181  2.084  0.72
O  -7.441  1.905  1.151  -0.55
C  -6.430  -0.152  1.787  -0.93
H  -8.248  0.768  3.868  0.29
H  -7.919  2.478  3.536  0.31
H  -6.612  1.593  4.154  0.33
H  -5.851  -0.073  0.867  0.30
H  -7.242  -0.871  1.681  0.26
H  -5.711  -0.335  2.586  0.31
C  -8.799  -5.568  5.868  -0.99
C  -8.160  -6.881  5.402  0.80
O  -8.054  -7.790  6.173  -0.54
C  -7.887  -7.021  3.915  -1.07
H  -8.826  -5.368  6.939  0.29
H  -9.777  -5.513  5.389  0.27
H  -8.211  -4.780  5.398  0.31
H  -7.462  -8.006  3.721  0.29
H  -7.174  -6.257  3.606  0.33
H  -8.793  -6.853  3.332  0.30

***

What is the largest force on an atom in the first record?
6.13 eV Å⁻¹

***

Which of these has the lowest electronic energy?
C51H70N15OS2

***

Among the records above, which one has the lowest electronic energy?
C51H70N15OS2